No. 1
{"formula": "C18H25NO4", "method": "ωB97M-V with the def2-TZVPD basis set", "e_lumo_ev": 0.0, "fmax_ev_per_a": 3.35, "charge": 0, "e_above_lowest_kcal_mol": 111.73, "elements": ["C", "C", "C", "N", "C", "C", "C", "C", "C", "C", "C", "C", "H", "H", "H", "H", "H", "H", "H", "H", "H", "H", "H", "H", "H", "H", "H", "C", "C", "O", "O", "C", "C", "C", "O", "O", "C", "C", "H", "H", "H", "H", "H", "H", "H", "H", "H", "H"], "positions_angstrom": [[2.24, 2.89, 3.25], [2.83, 1.51, 3.59], [1.73, 0.47, 3.30], [0.76, 1.18, 2.42], [-0.44, 0.63, 2.18], [-1.48, 1.48, 1.61], [-1.25, 2.27, 0.47], [-2.28, 3.05, -0.04], [-3.55, 3.01, 0.57], [-3.75, 2.25, 1.73], [-2.72, 1.49, 2.26], [0.94, 2.65, 2.47], [2.01, 3.45, 4.16], [2.93, 3.51, 2.67], [3.70, 1.30, 2.97], [3.15, 1.43, 4.63], [2.10, -0.39, 2.73], [1.26, 0.12, 4.24], [-0.61, -0.25, 2.84], [-0.31, 2.18, -0.07], [-2.12, 3.63, -0.94], [-4.35, 3.63, 0.17], [-4.73, 2.22, 2.20], [-2.87, 0.83, 3.11], [0.11, 3.20, 2.95], [1.02, 3.05, 1.45], [-2.31, -0.73, 1.50], [-1.28, -1.12, 1.45], [-0.81, -1.27, 0.07], [0.15, -1.90, -0.34], [-1.60, -0.54, -0.77], [-1.38, -0.96, -2.13], [-2.26, -0.15, -3.04], [-1.15, -2.27, 2.36], [-0.40, -3.23, 2.34], [-1.99, -2.05, 3.43], [-1.91, -3.14, 4.35], [-2.94, -2.91, 5.42], [-0.31, -0.87, -2.39], [-1.66, -2.03, -2.16], [-1.93, -0.33, -4.07], [-3.30, -0.49, -2.95], [-2.20, 0.92, -2.82], [-2.12, -4.07, 3.81], [-0.90, -3.21, 4.78], [-2.80, -3.64, 6.23], [-2.86, -1.90, 5.84], [-3.95, -3.03, 5.01]], "nbo_charge": [-0.4162, -0.4129, -0.2141, -0.4114, 0.1679, -0.1220, -0.1881, -0.2086, -0.2051, -0.2283, -0.1404, -0.2068, 0.2108, 0.2204, 0.2149, 0.2194, 0.2242, 0.1890, 0.2390, 0.2216, 0.2170, 0.2168, 0.2167, 0.2197, 0.2034, 0.2052, 0.2485, -0.5339, 0.7574, -0.6185, -0.5394, -0.0734, -0.6254, 0.7473, -0.5841, -0.5350, -0.0752, -0.6248, 0.1955, 0.1829, 0.2119, 0.2082, 0.2122, 0.1940, 0.1865, 0.2143, 0.2095, 0.2094]}



No. 2
{"formula": "C18H18N2O4S", "method": "ωB97M-V with the def2-TZVPD basis set", "e_lumo_ev": 0.7, "fmax_ev_per_a": 1.08, "smiles": "CSc1ccccc1OCc1cc(C(=O)NCCc2ccco2)no1", "charge": 0, "e_above_lowest_kcal_mol": 82.41, "elements": ["C", "H", "H", "H", "S", "C", "C", "C", "C", "C", "C", "O", "C", "C", "C", "C", "N", "O", "C", "O", "N", "H", "C", "H", "H", "C", "C", "C", "C", "C", "O", "H", "H", "H", "H", "H", "H", "H", "H", "H", "H", "H", "H"], "positions_angstrom": [[3.89, 4.01, 2.28], [2.96, 4.36, 2.71], [4.68, 4.05, 3.02], [4.17, 4.59, 1.40], [3.76, 2.25, 1.83], [2.63, 2.25, 0.47], [1.88, 3.36, 0.09], [1.06, 3.31, -1.02], [0.96, 2.15, -1.76], [1.68, 1.03, -1.38], [2.51, 1.07, -0.27], [3.25, -0.06, 0.05], [2.81, -0.77, 1.19], [1.41, -1.28, 1.03], [0.79, -1.97, 0.03], [-0.55, -2.08, 0.48], [-0.68, -1.50, 1.65], [0.52, -1.00, 1.99], [-1.69, -2.69, -0.24], [-1.58, -3.13, -1.37], [-2.83, -2.72, 0.49], [-2.81, -2.22, 1.36], [-4.10, -2.96, -0.14], [-4.72, -3.59, 0.51], [-3.90, -3.48, -1.07], [-4.83, -1.63, -0.43], [-3.93, -0.71, -1.19], [-3.77, -0.48, -2.52], [-2.70, 0.44, -2.63], [-2.30, 0.71, -1.36], [-3.04, 0.01, -0.48], [-1.52, 1.33, -0.96], [-2.29, 0.85, -3.54], [-4.33, -0.92, -3.32], [-5.73, -1.83, -1.01], [-5.11, -1.16, 0.51], [1.20, -2.35, -0.88], [2.86, -0.16, 2.10], [3.51, -1.61, 1.28], [1.62, 0.11, -1.95], [0.33, 2.11, -2.64], [0.49, 4.19, -1.29], [1.95, 4.28, 0.66]], "nbo_charge": [-0.7396, 0.2180, 0.2390, 0.2244, 0.2542, -0.2416, -0.2250, -0.2085, -0.2301, -0.2437, 0.3323, -0.5181, -0.1188, 0.2808, -0.3125, 0.0392, -0.1192, -0.2516, 0.6535, -0.6011, -0.6041, 0.4121, -0.2155, 0.1989, 0.2339, -0.4536, 0.2769, -0.2998, -0.3129, 0.0782, -0.4140, 0.2102, 0.2248, 0.2254, 0.2304, 0.2178, 0.2534, 0.2080, 0.2192, 0.2284, 0.2187, 0.2165, 0.2152]}



No. 3
{"formula": "C2H2ClNO", "method": "ωB97M-V with the def2-TZVPD basis set", "e_lumo_ev": 0.0, "fmax_ev_per_a": 6.13, "smiles": "N#C[C@@H](O)Cl", "charge": 0, "e_above_lowest_kcal_mol": 31.42, "elements": ["C", "C", "N", "O", "Cl", "H", "H"], "positions_angstrom": [[0.30, 1.20, 0.11], [0.18, -0.17, 0.42], [0.38, 2.36, 0.03], [-0.91, -0.43, -0.92], [1.60, -1.08, 0.22], [-0.63, -0.51, 1.17], [-0.92, -1.37, -1.03]], "nbo_charge": [0.2220, -0.0919, -0.2320, -0.7357, 0.0943, 0.2836, 0.4597]}



No. 4
{"formula": "C24H33N3O2", "method": "ωB97M-V with the def2-TZVPD basis set", "e_lumo_ev": 0.0, "fmax_ev_per_a": 0.85, "smiles": "Cc1ccccc1C(=O)c1cccn1CC(=O)NCCCN1C[C@H](C)C[C@H](C)C1", "charge": 0, "e_above_lowest_kcal_mol": 7.28, "elements": ["C", "C", "C", "C", "C", "C", "C", "C", "O", "C", "C", "C", "C", "N", "C", "H", "H", "C", "O", "N", "C", "C", "H", "H", "C", "N", "C", "C", "C", "H", "H", "H", "C", "C", "C", "H", "H", "H", "C", "H", "H", "H", "H", "H", "H", "H", "H", "H", "H", "H", "H", "H", "H", "H", "H", "H", "H", "H", "H", "H", "H", "H"], "positions_angstrom": [[2.92, 2.05, 1.71], [4.11, 2.13, 0.81], [5.04, 3.16, 0.96], [6.15, 3.24, 0.14], [6.36, 2.29, -0.84], [5.46, 1.25, -0.98], [4.34, 1.16, -0.17], [3.37, 0.05, -0.39], [2.17, 0.28, -0.55], [3.95, -1.27, -0.38], [5.21, -1.64, 0.11], [5.32, -3.02, -0.03], [4.14, -3.46, -0.60], [3.32, -2.42, -0.81], [2.01, -2.54, -1.39], [1.73, -1.60, -1.87], [2.02, -3.34, -2.12], [0.98, -2.90, -0.29], [0.56, -4.03, -0.16], [0.65, -1.85, 0.47], [-0.32, -1.91, 1.54], [-1.49, -0.97, 1.28], [-1.11, 0.05, 1.17], [-2.15, -0.99, 2.15], [-2.27, -1.37, 0.02], [-3.41, -0.55, -0.32], [-3.09, 0.82, -0.67], [-4.29, 1.45, -1.39], [-3.97, 2.88, -1.81], [-4.82, 3.32, -2.33], [-3.11, 2.91, -2.48], [-3.75, 3.50, -0.94], [-5.51, 1.39, -0.47], [-5.77, -0.04, -0.03], [-6.95, -0.12, 0.93], [-7.85, 0.27, 0.46], [-7.15, -1.15, 1.22], [-6.76, 0.46, 1.83], [-4.50, -0.61, 0.62], [-4.67, -1.65, 0.90], [-4.29, -0.03, 1.54], [-5.98, -0.65, -0.92], [-6.38, 1.79, -0.99], [-5.32, 2.02, 0.41], [-4.49, 0.85, -2.28], [-2.22, 0.81, -1.33], [-2.85, 1.43, 0.22], [-1.59, -1.35, -0.84], [-2.62, -2.40, 0.13], [0.17, -1.65, 2.49], [-0.66, -2.95, 1.59], [1.03, -0.93, 0.22], [3.84, -4.46, -0.87], [6.15, -3.63, 0.25], [5.93, -0.97, 0.53], [5.62, 0.50, -1.75], [7.23, 2.35, -1.48], [6.85, 4.06, 0.27], [4.88, 3.91, 1.72], [2.00, 2.13, 1.12], [2.90, 1.10, 2.24], [2.93, 2.86, 2.44]], "nbo_charge": [-0.6382, 0.0025, -0.2063, -0.1881, -0.2298, -0.1862, -0.0761, 0.5400, -0.6200, -0.0417, -0.1997, -0.3126, 0.0085, -0.2892, -0.3022, 0.2427, 0.2283, 0.6675, -0.6295, -0.6308, -0.2220, -0.4296, 0.1971, 0.2076, -0.2011, -0.4461, -0.2144, -0.2191, -0.6004, 0.2089, 0.2068, 0.2000, -0.3931, -0.2192, -0.6004, 0.2091, 0.2065, 0.1999, -0.2137, 0.2009, 0.1560, 0.2015, 0.2068, 0.1920, 0.2012, 0.2019, 0.1568, 0.1947, 0.1969, 0.1930, 0.2276, 0.4311, 0.2246, 0.2293, 0.2335, 0.2203, 0.2164, 0.2150, 0.2104, 0.2408, 0.2196, 0.2143]}